1.
Below is C57H42Cl4N4O3Ti as an isolated structure at a distorted geometry, with properties calculated with wB97M-V/def2-TZVPD.

Computed properties:
Spin multiplicity: 2
E_HOMO (spin up / spin down): -0.10382 / -0.16401 hartree
Frontier orbital gap (spin up / spin down): 4.3 / 5.6 eV
ΔE to the lowest compared entry with this formula, charge and spin: 0.066 eV
M: 1020.67 g/mol
Total charge: -1

Last column: Löwdin spin population.
Geometry (Å):
Ti (0.11065, -0.14692, 0.01010)  -0.0431
Cl (-3.17071, -8.93997, -2.32044)  0.0008
C (-2.59382, -7.33390, -1.98119)  0.0029
C (-3.14730, -6.62012, -0.93044)  0.0007
C (-2.68782, -5.33870, -0.67339)  0.0068
C (-1.67717, -4.76301, -1.44414)  0.0173
C (-1.15199, -5.49852, -2.50279)  0.0069
C (-1.60350, -6.78253, -2.77397)  0.0005
C (-1.17117, -3.42166, -1.05685)  0.1489
C (-1.97046, -2.29801, -1.26699)  0.0182
C (-3.14110, -2.32533, -2.08138)  0.0874
C (-3.56576, -1.03517, -2.21167)  0.0194
C (-2.67933, -0.23432, -1.44533)  0.0761
C (-2.89568, 1.12239, -1.19195)  -0.0098
C (-3.99468, 1.77561, -1.95159)  -0.0021
C (-5.25992, 1.89395, -1.38135)  -0.0011
C (-6.33121, 2.38143, -2.11223)  0.0017
C (-6.13018, 2.76263, -3.42864)  -0.0004
Cl (-7.47587, 3.34463, -4.36511)  -0.0003
C (-4.87733, 2.68117, -4.01133)  0.0018
C (-3.81625, 2.18319, -3.26923)  -0.0015
C (-2.31809, 1.77460, -0.12363)  0.0522
N (-1.40797, 1.21700, 0.75756)  0.0507
C (-1.34356, 2.09372, 1.80808)  -0.0112
C (-0.56996, 1.90747, 2.95171)  0.1429
C (-0.68963, 2.88376, 4.05535)  0.0134
C (0.42609, 3.54569, 4.57630)  0.0134
C (0.29840, 4.51047, 5.56207)  -0.0013
C (-0.95899, 4.82321, 6.05044)  0.0128
Cl (-1.12973, 6.05559, 7.26667)  0.0035
C (-2.08204, 4.16470, 5.57984)  -0.0016
C (-1.93991, 3.20365, 4.59249)  0.0141
C (0.34615, 0.84344, 3.05853)  0.0188
C (1.10085, 0.57235, 4.23229)  0.0760
C (1.93795, -0.46773, 3.94024)  0.0216
C (1.65938, -0.85893, 2.61148)  0.0703
N (0.66689, -0.06024, 2.07307)  0.0172
C (2.21447, -2.00842, 2.03589)  0.0120
C (1.62094, -2.67179, 0.97926)  0.0454
C (2.04544, -3.92854, 0.44278)  -0.0199
C (1.05081, -4.36262, -0.37152)  0.0341
C (0.04949, -3.33312, -0.38695)  -0.0012
N (0.41747, -2.28781, 0.40516)  0.0584
C (3.39594, -2.60644, 2.69540)  0.0004
C (4.57017, -1.86790, 2.83305)  0.0000
C (5.69945, -2.43621, 3.40186)  0.0012
C (5.65292, -3.74784, 3.84256)  -0.0003
Cl (7.07456, -4.47682, 4.53175)  -0.0001
C (4.49052, -4.49426, 3.74475)  0.0011
C (3.36608, -3.91448, 3.17994)  0.0001
C (-2.17835, 3.23853, 1.55847)  0.0414
C (-2.76333, 3.04672, 0.35088)  -0.0270
N (-1.68562, -1.01301, -0.87610)  0.0147
H (-3.92388, -7.06211, -0.32120)  0.0001
H (-3.10133, -4.77418, 0.15280)  0.0000
H (-0.38077, -5.05761, -3.12209)  0.0003
H (-1.19667, -7.35167, -3.59900)  0.0000
H (-3.56487, -3.22059, -2.50558)  0.0052
H (-4.41840, -0.66563, -2.75704)  -0.0009
H (-5.40241, 1.57767, -0.35554)  0.0001
H (-7.31472, 2.45131, -1.66804)  0.0001
H (-4.73434, 2.99290, -5.03688)  0.0001
H (-2.83647, 2.10716, -3.72300)  -0.0001
H (1.40787, 3.31601, 4.18400)  0.0003
H (1.17024, 5.02459, 5.94393)  -0.0002
H (-3.05669, 4.40083, 5.98533)  -0.0003
H (-2.81424, 2.67985, 4.22880)  0.0001
H (0.99810, 1.09023, 5.16985)  0.0039
H (2.64076, -0.95361, 4.59672)  -0.0006
H (2.98100, -4.41771, 0.65351)  -0.0019
H (1.00613, -5.27844, -0.93558)  0.0027
H (4.59942, -0.85417, 2.45325)  0.0003
H (6.61650, -1.86992, 3.49127)  0.0001
H (4.46827, -5.51549, 4.09968)  0.0000
H (2.44454, -4.47754, 3.11929)  0.0001
H (-2.27608, 4.09872, 2.19782)  0.0027
H (-3.45050, 3.69143, -0.17277)  -0.0025
O (3.57190, 0.17208, 0.42294)  0.0005
C (3.10711, -0.34443, -0.57900)  0.0002
O (1.87938, -0.66676, -0.80768)  0.0027
H (3.78772, -0.61392, -1.41402)  0.0001
C (0.16226, 4.32778, -0.61261)  0.0007
C (1.59497, 3.86333, -0.33643)  -0.0001
C (1.73527, 3.20980, 1.03170)  0.0003
C (2.07851, 2.99165, -1.48685)  -0.0001
C (3.18099, 3.48589, -2.16455)  0.0000
C (3.64999, 2.90660, -3.32539)  -0.0002
C (2.94928, 1.83980, -3.83551)  0.0000
C (1.85608, 1.26668, -3.18753)  -0.0002
C (1.28193, 0.10550, -4.00436)  0.0000
C (-0.13204, -0.32292, -3.66993)  0.0002
C (2.20728, -1.11854, -3.90325)  0.0000
C (1.43175, 1.79286, -1.92931)  -0.0001
O (0.44521, 1.24689, -1.17386)  0.0013
H (-0.22587, 4.90684, 0.22771)  0.0005
H (-0.49013, 3.47215, -0.77021)  0.0002
H (0.13791, 4.95446, -1.50739)  0.0000
H (2.23028, 4.75466, -0.32793)  0.0000
H (1.22271, 2.26171, 1.05123)  0.0000
H (1.31044, 3.85692, 1.80151)  0.0004
H (2.78320, 3.02244, 1.25855)  0.0000
H (3.67855, 4.36232, -1.76556)  0.0000
H (4.52040, 3.29729, -3.83733)  0.0000
H (3.25571, 1.41554, -4.78592)  0.0000
H (1.29308, 0.44747, -5.04535)  0.0000
H (-0.11105, -0.91030, -2.76309)  -0.0003
H (-0.54874, -0.93952, -4.46908)  -0.0001
H (-0.78200, 0.53666, -3.51791)  0.0003
H (2.31356, -1.40513, -2.85739)  0.0000
H (3.19587, -0.89910, -4.31027)  0.0000
H (1.78085, -1.96031, -4.45523)  0.0000

2.
Below is C57H47CdClFGeOP3S2 as an isolated structure, with properties calculated with wB97M-V/def2-TZVPD.

Computed properties:
E_HOMO: -0.22976 hartree
Frontier orbital gap: 6.4 eV
ΔE to the lowest compared entry with this formula, charge and spin: 2.435 eV
M: 1144.53 g/mol

Last column: Mulliken charge in e.
Geometry (Å):
Cd (0.57296, -0.00435, 1.14366)  1.3971
F (3.32369, -1.75183, -2.13520)  -0.5453
Ge (2.22299, -0.96067, -0.92275)  0.7658
C (1.81551, -2.75974, -0.14420)  -0.1309
C (2.96601, -3.54005, 0.03313)  -0.8895
C (2.92796, -4.74887, 0.71028)  -0.9517
C (1.72678, -5.24860, 1.18266)  -1.0191
C (0.56788, -4.54055, 0.93149)  -0.2789
C (0.60419, -3.30554, 0.28877)  1.1529
P (-0.92880, -2.48114, -0.23384)  1.3690
C (-2.07258, -2.61207, 1.18792)  -0.5250
C (-3.38953, -2.64931, 0.95892)  -0.8398
C (-4.46425, -2.60676, 1.94431)  -1.0635
C (-4.41835, -3.00143, 3.21858)  -1.1092
C (-3.28703, -3.61382, 3.94452)  -0.4426
C (-1.48620, -2.35743, 2.55089)  0.4876
C (-1.59442, -3.70791, -1.41451)  0.6288
C (-2.32233, -4.83934, -1.04866)  -0.0472
C (-2.73444, -5.74824, -2.00709)  -0.7515
C (-2.41224, -5.54712, -3.34357)  -0.7253
C (-1.67805, -4.43191, -3.71421)  -0.6123
C (-1.27814, -3.51492, -2.75369)  -0.6638
C (1.34511, 0.26321, -2.24962)  -0.7497
C (2.29425, 0.55348, -3.24256)  -0.3383
C (2.04820, 1.45680, -4.26571)  -0.9524
C (0.82938, 2.09721, -4.33881)  -0.9425
C (-0.11557, 1.83547, -3.36371)  0.2701
C (0.11931, 0.95204, -2.31273)  0.7380
P (-1.20316, 0.81007, -1.04189)  1.1585
C (-2.60071, 0.12561, -1.98352)  0.4414
C (-2.47833, -0.42784, -3.25189)  -0.4794
C (-3.56367, -1.04558, -3.86061)  -0.6290
C (-4.78268, -1.11655, -3.20950)  -0.5941
C (-4.91713, -0.56112, -1.94095)  -0.7225
C (-3.83537, 0.04919, -1.33421)  -0.7311
C (-1.73755, 2.53814, -0.76393)  0.8397
C (-2.54976, 3.26895, -1.63171)  -0.3358
C (-2.88663, 4.58227, -1.35122)  -0.8456
C (-2.42420, 5.18557, -0.18775)  -0.7595
C (-1.64510, 4.46117, 0.70179)  -0.4729
C (-1.31515, 3.14403, 0.41516)  -0.4075
C (3.68740, 0.10684, -0.09106)  0.3191
C (4.91683, -0.54503, 0.03679)  -0.9272
C (6.02681, 0.07854, 0.58577)  -0.8931
C (5.94488, 1.39385, 1.00586)  -0.8034
C (4.74842, 2.07141, 0.85185)  -0.1438
C (3.62523, 1.45016, 0.30787)  0.1101
P (2.10092, 2.43626, 0.08178)  1.6504
C (2.51447, 3.61048, -1.25328)  0.1559
C (3.75420, 3.68225, -1.88207)  -0.7180
C (3.95582, 4.55050, -2.94452)  -0.6731
C (2.92435, 5.36465, -3.38888)  -0.7817
C (1.68121, 5.29318, -2.77655)  -0.6644
C (1.47484, 4.40966, -1.73028)  -0.0805
C (2.08500, 3.44548, 1.60380)  0.3151
C (1.77550, 4.80242, 1.59967)  -0.4648
C (1.60454, 5.49157, 2.79208)  -0.6284
C (1.73097, 4.83460, 4.00619)  -0.5517
C (2.04557, 3.48212, 4.02323)  -0.8548
C (2.22404, 2.79497, 2.83327)  -0.4612
H (3.90412, -3.21306, -0.37822)  0.3484
H (3.84318, -5.30777, 0.85103)  0.4243
H (1.68990, -6.19549, 1.70367)  0.4772
H (-0.38946, -4.95739, 1.21954)  0.2077
H (-3.72453, -2.70404, -0.07143)  0.7082
H (-5.41585, -2.23884, 1.58121)  0.4277
H (-5.32162, -2.89408, 3.80655)  0.3519
H (-3.49791, -3.79062, 4.99157)  0.7091
H (-0.39137, -2.39472, 2.49859)  0.5889
H (-2.57475, -5.00691, -0.00865)  0.2343
H (-3.30363, -6.61964, -1.71281)  0.4566
H (-2.73043, -6.26064, -4.09091)  0.3871
H (-1.42064, -4.26922, -4.75164)  0.4795
H (-0.70986, -2.64279, -3.05080)  0.2720
H (3.25181, 0.05898, -3.21788)  0.5631
H (2.81910, 1.65352, -4.99890)  0.4132
H (0.61951, 2.80713, -5.12665)  0.4317
H (-1.06258, 2.35373, -3.41441)  0.2372
H (-1.53109, -0.37585, -3.77532)  0.2585
H (-3.44919, -1.47407, -4.84733)  0.4433
H (-5.62553, -1.60127, -3.68288)  0.4077
H (-5.86634, -0.60962, -1.42416)  0.4293
H (-3.94885, 0.46881, -0.34030)  0.4566
H (-2.94058, 2.79894, -2.52646)  0.3841
H (-3.51605, 5.13317, -2.03686)  0.4527
H (-2.68705, 6.21187, 0.03085)  0.3987
H (-1.29028, 4.91379, 1.61711)  0.5247
H (-0.70855, 2.58587, 1.12671)  0.0539
H (5.02749, -1.55611, -0.31812)  0.3036
H (6.95791, -0.46594, 0.67642)  0.4350
H (6.80321, 1.89275, 1.43515)  0.4099
H (4.67873, 3.10804, 1.16128)  0.5469
H (4.56833, 3.04940, -1.55408)  0.3413
H (4.92403, 4.58985, -3.42514)  0.4190
H (3.08550, 6.04532, -4.21413)  0.3907
H (0.86231, 5.90856, -3.12459)  0.4590
H (0.48589, 4.32865, -1.29024)  -0.0567
H (1.67201, 5.33248, 0.66193)  0.3589
H (1.37317, 6.54811, 2.76788)  0.4504
H (1.59510, 5.37257, 4.93447)  0.4010
H (2.16281, 2.96307, 4.96477)  0.4606
H (2.49819, 1.74502, 2.85785)  0.4318
C (-1.14061, -3.79053, 5.89669)  -0.9670
O (-0.93251, -3.14863, 4.65068)  -0.3575
C (-1.86548, -3.32495, 3.64849)  0.1023
S (-2.37109, -5.02865, 3.19410)  -0.2479
S (-1.93404, -0.62050, 2.93251)  0.0487
H (-0.18778, -3.74652, 6.41937)  0.3065
H (-1.42621, -4.83460, 5.75084)  0.3904
H (-1.89056, -3.25908, 6.48558)  0.2968
Cl (-1.62255, -0.31282, 5.91992)  -0.2132
C (-0.86285, -0.19583, 4.29578)  -0.4637
H (0.02056, -0.83070, 4.29941)  0.2536
H (-0.56690, 0.84680, 4.17638)  0.3748